Run w
Molecular formula: C5H14N2
Method: DFT, the ωB97M-V functional and the def2-TZVPD basis

Geometry as XYZ:
```
21
Properties=species:S:1:pos:R:3
C 0.208 1.797 0.997
C -0.230 0.424 1.526
C -1.099 -0.371 0.574
C -0.455 -0.791 -0.735
N 0.666 -1.680 -0.559
C 1.344 -2.095 -1.762
N -0.936 2.699 0.833
H 0.885 2.231 1.740
H 0.788 1.678 0.076
H 0.709 -0.099 1.725
H -0.725 0.617 2.484
H -1.415 -1.310 1.072
H -2.072 0.078 0.359
H -1.222 -1.299 -1.322
H -0.232 0.099 -1.355
H 1.302 -1.377 0.161
H 1.699 -3.128 -1.701
H 0.631 -2.060 -2.590
H 2.189 -1.466 -2.083
H -0.616 3.635 0.584
H -1.421 2.421 -0.024
```

Highest occupied orbital energy (spin up / spin down)   1.40 / -5.15 eV
Charge   -1
E_LUMO (spin up / spin down)   4.128 / 4.138 eV
2S+1   2
Frontier orbital gap (spin up / spin down)   2.727 / 9.289 eV

Run x
Molecular formula: C5H14N2
Method: DFT, the ωB97M-V functional and the def2-TZVPD basis

Geometry as XYZ:
```
21
Properties=species:S:1:pos:R:3
C -1.794 1.151 -1.446
N -1.468 -0.136 -0.864
C 0.308 -1.578 1.964
C -0.230 -0.308 1.272
C -0.129 -0.285 -0.257
C 0.986 0.663 -0.688
N 2.341 0.229 -0.330
H -2.862 1.109 -1.695
H -1.337 1.315 -2.417
H -1.644 2.052 -0.834
H -2.117 -0.381 -0.138
H 1.297 -1.418 2.391
H 0.385 -2.372 1.218
H -0.332 -1.990 2.760
H -1.190 0.048 1.662
H 0.400 0.455 1.752
H 0.242 -1.235 -0.671
H 0.865 0.866 -1.774
H 0.845 1.640 -0.221
H 2.929 0.848 -0.900
H 2.506 -0.672 -0.786
```

Highest occupied orbital energy (spin up / spin down)   1.43 / -5.13 eV
Charge   -1
E_LUMO (spin up / spin down)   3.934 / 3.784 eV
2S+1   2
Frontier orbital gap (spin up / spin down)   2.499 / 8.914 eV

Here is how they stack up, most stable first: run w, run x.

Run w
Molecular formula: C12H14NO2
Method: DFT, the ωB97M-V functional and the def2-TZVPD basis

Geometry as XYZ:
```
29
Properties=species:S:1:pos:R:3
C -3.606 0.198 -2.767
C -0.330 -0.336 -1.053
C -1.231 0.511 -1.707
C -2.365 -0.296 -2.082
C -2.087 -1.565 -1.657
C 0.913 0.115 -0.617
C 1.222 1.440 -0.811
C 0.306 2.295 -1.454
C -0.885 1.845 -1.993
N -0.864 -1.584 -1.016
H 1.532 -0.586 -0.079
H 2.130 1.860 -0.400
H -0.535 -2.349 -0.445
H 0.506 3.344 -1.595
H -2.803 -2.357 -1.480
H -1.533 2.504 -2.554
H -3.899 -0.506 -3.540
H -3.474 1.191 -3.188
H -4.426 0.258 -2.058
C 1.646 -0.394 2.783
C 2.516 0.116 3.945
C 2.124 -1.748 2.191
O 3.296 -2.104 2.410
O 1.258 -2.330 1.478
H 0.596 -0.471 3.061
H 1.755 0.288 1.934
H 3.381 0.645 3.554
H 2.859 -0.761 4.492
H 1.995 0.777 4.646
```

Highest occupied orbital energy   -4.41 eV
Charge   -1
E_LUMO   3.081 eV
Frontier orbital gap   7.488 eV

Run x
Molecular formula: C12H14NO2
Method: DFT, the ωB97M-V functional and the def2-TZVPD basis

Geometry as XYZ:
```
29
Properties=species:S:1:pos:R:3
C -3.383 -1.608 0.180
C -1.945 -1.526 0.526
C -1.123 -0.985 -0.646
C 0.388 -0.557 -0.285
C 0.649 0.760 0.028
C -0.292 1.833 0.117
C 0.174 3.100 0.340
C 1.573 3.460 0.328
C 2.471 2.459 0.123
C 2.060 1.126 0.075
C 2.920 0.041 0.012
N 4.192 0.059 -0.277
C 5.038 -1.205 -0.091
O 6.210 -0.948 -0.151
O 4.304 -2.137 -0.020
H -3.514 -1.365 -0.940
H -4.032 -0.847 0.628
H -4.083 -2.448 0.478
H -1.368 -2.405 0.904
H -1.819 -0.855 1.494
H -1.559 -0.007 -1.055
H -0.952 -1.790 -1.353
H 1.146 -1.320 -0.494
H -1.292 1.608 0.069
H -0.532 3.902 0.375
H 1.800 4.501 0.491
H 3.479 2.883 -0.116
H 2.680 -0.993 0.379
H 4.740 0.766 -0.577
```

SMILES string   CCC/C=c1\cccc\c1=C/NC(=O)[O-]
Highest occupied orbital energy (spin up / spin down)   -2.89 / -2.89 eV
Charge   -1
E_LUMO (spin up / spin down)   3.250 / 3.250 eV
Frontier orbital gap (spin up / spin down)   6.143 / 6.144 eV

Here is how they stack up, most stable first: run w, run x.

Run w
Molecular formula: H2N4O3
Method: DFT, the ωB97M-V functional and the def2-TZVPD basis

Geometry as XYZ:
```
9
Properties=species:S:1:pos:R:3
N 1.778 -0.247 -0.221
N 0.557 0.253 0.176
N -0.392 0.165 -0.668
O -0.347 -0.049 -1.863
O -1.563 0.475 -0.077
N -1.506 0.156 1.356
O -2.386 0.658 1.921
H 1.612 -0.663 -1.100
H 2.249 -0.748 0.476
```

SMILES string   N/N=[N+](\[O-])ON=O
Highest occupied orbital energy   -9.25 eV
E_LUMO   -0.736 eV
Frontier orbital gap   8.516 eV

Run x
Molecular formula: H2N4O3
Method: DFT, the ωB97M-V functional and the def2-TZVPD basis

Geometry as XYZ:
```
9
Properties=species:S:1:pos:R:3
N -0.332 0.257 -0.133
N -1.407 -0.503 -0.295
N -1.477 -1.721 0.877
O -0.517 -1.624 1.585
N -1.518 -1.177 -1.549
O -2.486 -1.879 -1.618
O -0.644 -0.945 -2.342
H -0.306 0.816 0.671
H 0.572 -0.252 -0.331
```

SMILES string   NN(N=O)[N+](=O)[O-]
Highest occupied orbital energy (spin up / spin down)   -9.82 / -9.82 eV
E_LUMO (spin up / spin down)   -1.142 / -1.141 eV
Frontier orbital gap (spin up / spin down)   8.674 / 8.675 eV

Here is how they stack up, most stable first: run x, run w.

Run w
Molecular formula: C3H8P2
Method: DFT, the ωB97M-V functional and the def2-TZVPD basis

Geometry as XYZ:
```
13
Properties=species:S:1:pos:R:3
C 0.725 -0.062 0.899
P 1.698 1.111 0.234
C 2.814 0.115 -0.870
H 0.800 -1.113 0.674
H -0.018 0.224 1.622
H 2.719 0.468 -1.895
H 3.847 0.275 -0.559
H 2.580 -0.946 -0.826
C -2.510 0.088 0.030
P -4.123 0.223 -0.345
H -2.131 -0.430 0.892
H -1.767 0.527 -0.618
H -4.633 -0.482 0.763
```

SMILES string   C=PC.C=P
Highest occupied orbital energy   -9.61 eV
E_LUMO   0.274 eV
Frontier orbital gap   9.886 eV

Run x
Molecular formula: C3H8P2
Method: DFT, the ωB97M-V functional and the def2-TZVPD basis

Geometry as XYZ:
```
13
Properties=species:S:1:pos:R:3
C -2.019 -1.133 0.321
C 1.589 1.281 -0.188
C -2.282 0.142 0.223
P 3.110 0.356 0.293
P 2.649 -1.619 -0.152
H 1.512 -1.330 -0.914
H -2.835 -1.714 0.028
H -0.959 -1.518 0.546
H 1.843 1.714 -1.225
H 0.737 0.581 -0.216
H 1.552 1.920 0.755
H -3.273 0.358 -0.055
H -1.623 0.961 0.584
```

Highest occupied orbital energy   -9.09 eV
E_LUMO   -0.787 eV
Frontier orbital gap   8.306 eV

Run y
Molecular formula: C3H8P2
Method: DFT, the ωB97M-V functional and the def2-TZVPD basis

Geometry as XYZ:
```
13
Properties=species:S:1:pos:R:3
C 1.643 0.241 -0.821
C -1.089 -1.116 0.279
C -1.140 0.318 -0.105
P 2.876 -0.372 0.055
P 0.457 1.176 0.197
H 0.116 2.492 -0.160
H -0.226 -1.703 -0.224
H -0.804 -1.500 1.261
H -2.044 -1.345 -0.177
H -1.927 0.967 0.380
H -1.307 0.400 -1.165
H 3.223 -1.145 -0.975
H 0.223 1.587 1.455
```

Highest occupied orbital energy   -7.89 eV
E_LUMO   0.409 eV
Frontier orbital gap   8.298 eV

Run z
Molecular formula: C3H8P2
Method: DFT, the ωB97M-V functional and the def2-TZVPD basis

Geometry as XYZ:
```
13
Properties=species:S:1:pos:R:3
C 1.169 -0.682 -0.043
C -1.696 -1.708 -0.345
C 0.939 2.244 0.374
P -1.160 -0.213 0.598
P 0.374 0.809 -0.725
H 1.819 -0.887 0.828
H 1.083 -1.593 -0.639
H -2.862 -1.706 -0.312
H -1.190 -2.635 -0.125
H -1.483 -1.252 -1.369
H 0.161 2.366 1.287
H 0.846 3.160 -0.262
H 1.999 2.096 0.734
```

Highest occupied orbital energy   -7.57 eV
E_LUMO   0.109 eV
Frontier orbital gap   7.682 eV

Here is how they stack up, most stable first: run w, run z, run x, run y.